No. 1
Entry from OMol25: a single C4H6N2O molecule at a distorted geometry (wB97M-V/def2-TZVPD).

Geometry (Å):
H 3.334 -0.439 -0.796
N 2.412 -0.529 -1.216
C 1.493 -0.295 -0.378
C 1.764 0.023 1.030
N 2.036 0.263 2.129
O 0.213 -0.306 -0.761
C -0.855 -0.317 0.201
C -1.970 0.559 -0.330
H -1.181 -1.356 0.332
H -0.498 0.058 1.165
H -2.334 0.191 -1.293
H -2.807 0.563 0.378
H -1.608 1.585 -0.460

Forces on atoms 1 to 3 (eV/Å):
-0.11 -0.01 0.02
-0.31 0.14 0.32
0.25 -0.14 -0.26

Its spin multiplicity is 1. Its frontier orbital gap is 0.410 hartree. As for the net charge: 0. The value obtained for the energy above the lowest of the compared OMol25 structures with the same formula, charge and spin is 165.1 kJ/mol. As for the HOMO energy: -10.70 eV.

Charges computed using natural (NBO), reported in e:
1. H 0.36
2. N -0.59
3. C 0.46
4. C 0.17
5. N -0.26
6. O -0.47
7. C -0.07
8. C -0.62
9. H 0.19
10. H 0.19
11. H 0.22
12. H 0.22
13. H 0.22


No. 2
Entry from OMol25: a single C4H6N2O molecule at a distorted geometry (wB97M-V/def2-TZVPD).

Geometry (Å):
H 1.779 -0.060 -1.816
N 0.903 0.255 -1.409
C 0.063 -0.689 -1.363
O -1.096 -0.576 -0.682
C -1.152 0.552 0.182
C 0.000 0.538 1.229
C 0.927 -0.574 1.015
N 1.519 -1.557 0.875
H 0.159 -1.700 -1.763
H -2.120 0.478 0.682
H -1.118 1.472 -0.407
H 0.527 1.496 1.226
H -0.391 0.364 2.233

Forces on atoms 1 to 3 (eV/Å):
-0.17 0.08 -0.26
-0.30 -0.29 -0.30
0.15 0.24 -0.33

Its spin multiplicity is 1. Its frontier orbital gap is 0.401 hartree. As for the net charge: 0. The value obtained for the energy above the lowest of the compared OMol25 structures with the same formula, charge and spin is 172.4 kJ/mol. As for the HOMO energy: -10.03 eV.

Charges computed using natural (NBO), reported in e:
1. H 0.37
2. N -0.74
3. C 0.42
4. O -0.49
5. C -0.06
6. C -0.54
7. C 0.31
8. N -0.35
9. H 0.17
10. H 0.20
11. H 0.20
12. H 0.26
13. H 0.25


No. 3
Entry from OMol25: a single C4H6N2O molecule (wB97M-V/def2-TZVPD).

Geometry (Å):
N 0.153 -1.608 -1.463
C -0.003 -0.599 -0.676
C 0.703 0.604 -0.337
O 1.909 1.106 -0.749
N 0.140 1.098 0.809
C -0.927 0.461 1.260
C -1.189 -0.630 0.278
H 0.947 -1.533 -2.091
H -1.247 -1.652 0.663
H 2.581 0.417 -0.639
H 0.520 1.925 1.258
H -1.565 0.890 2.018
H -2.112 -0.441 -0.288

Forces on atoms 1 to 3 (eV/Å):
0.22 0.25 -0.13
-0.10 -0.06 0.02
-0.25 -0.24 0.07

Its spin multiplicity is 1. Its frontier orbital gap (spin up / spin down) is 0.267 / 0.270 hartree. As for the net charge: 0. The value obtained for the energy above the lowest of the compared OMol25 structures with the same formula, charge and spin is 290.6 kJ/mol. As for the HOMO energy (spin up / spin down): -6.71 / -6.73 eV.

Charges computed using natural (NBO), reported in e:
1. N -0.73
2. C 0.20
3. C 0.21
4. O -0.69
5. N -0.39
6. C -0.05
7. C -0.52
8. H 0.33
9. H 0.26
10. H 0.48
11. H 0.43
12. H 0.21
13. H 0.26


No. 4
Entry from OMol25: a single C4H6N2O molecule at a distorted geometry (wB97M-V/def2-TZVPD).

Geometry (Å):
C 0.587 -1.277 0.993
C 0.288 -0.049 0.186
C 0.811 1.210 0.814
C -0.641 -0.175 -0.736
N -1.289 -0.306 -1.774
N -1.952 0.373 -2.586
O -2.836 0.024 -3.362
H -0.100 -1.326 1.862
H 0.440 -2.171 0.331
H 1.725 -1.173 1.233
H 1.060 2.115 0.103
H 1.687 1.087 1.344
H 0.220 1.668 1.589

Forces on atoms 1 to 3 (eV/Å):
1.55 -0.76 -0.43
-0.99 -0.26 0.77
-0.59 3.15 -2.63

Its spin multiplicity is 1. Its frontier orbital gap is 0.330 hartree. As for the net charge: 0. The value obtained for the energy above the lowest of the compared OMol25 structures with the same formula, charge and spin is 598.8 kJ/mol. As for the HOMO energy: -8.85 eV.

Charges computed using natural (NBO), reported in e:
1. C -0.61
2. C -0.14
3. C -0.63
4. C 0.41
5. N -0.25
6. N 0.23
7. O -0.36
8. H 0.23
9. H 0.23
10. H 0.22
11. H 0.23
12. H 0.22
13. H 0.23


No. 5
Entry from OMol25: a single C4H6N2O molecule (wB97M-V/def2-TZVPD).

Geometry (Å):
C -2.097 0.490 0.190
C -0.744 -0.078 -0.040
C -0.304 -1.319 -0.320
N 1.084 -1.335 -0.418
C 1.414 -0.113 -0.172
N 2.673 0.462 -0.130
O 0.370 0.727 0.061
H -2.430 1.136 -0.629
H -2.794 -0.349 0.273
H -2.148 1.066 1.120
H -0.908 -2.201 -0.488
H 2.602 1.463 -0.012
H 3.283 0.050 0.565

Forces on atoms 1 to 3 (eV/Å):
-0.02 0.01 -0.01
-0.14 -0.29 -0.03
-0.30 -0.04 -0.01

Its spin multiplicity is 1. Its frontier orbital gap is 0.339 hartree. As for the net charge: 0. The value obtained for the energy above the lowest of the compared OMol25 structures with the same formula, charge and spin is 58.8 kJ/mol. As for the HOMO energy: -8.35 eV.

Charges computed using natural (NBO), reported in e:
1. C -0.65
2. C 0.22
3. C -0.11
4. N -0.50
5. C 0.63
6. N -0.82
7. O -0.44
8. H 0.22
9. H 0.23
10. H 0.23
11. H 0.21
12. H 0.39
13. H 0.39


No. 6
Entry from OMol25: a single C4H6N2O molecule at a distorted geometry (wB97M-V/def2-TZVPD).

Geometry (Å):
H 0.292 -0.347 -3.384
N 1.011 -0.337 -2.663
C 0.430 -0.186 -1.551
C -1.034 -0.068 -1.459
N -2.178 0.058 -1.348
O 1.087 -0.129 -0.388
C 0.364 0.446 0.716
C 0.327 -0.484 1.898
H 0.789 1.433 0.918
H -0.654 0.612 0.397
H 1.340 -0.674 2.243
H -0.263 -0.016 2.696
H -0.149 -1.435 1.627

Forces on atoms 1 to 3 (eV/Å):
0.25 -0.14 -0.14
-0.27 0.07 0.36
0.04 0.02 -0.37

Its spin multiplicity is 1. Its frontier orbital gap is 0.415 hartree. As for the net charge: 0. The value obtained for the energy above the lowest of the compared OMol25 structures with the same formula, charge and spin is 180.2 kJ/mol. As for the HOMO energy: -10.83 eV.

Charges computed using natural (NBO), reported in e:
1. H 0.35
2. N -0.58
3. C 0.46
4. C 0.16
5. N -0.27
6. O -0.47
7. C -0.08
8. C -0.63
9. H 0.19
10. H 0.19
11. H 0.22
12. H 0.22
13. H 0.22


No. 7
Entry from OMol25: a single C4H6N2O molecule at a distorted geometry (wB97M-V/def2-TZVPD).

Geometry (Å):
C -2.249 0.215 -0.099
O -1.431 -0.151 1.030
C -0.092 0.013 0.738
N 0.192 1.252 0.987
N 2.123 0.885 -0.135
C 1.940 -0.395 -0.293
C 0.740 -0.941 0.164
H -2.989 -0.579 -0.225
H -2.743 1.173 0.086
H -1.634 0.300 -0.999
H 3.039 1.216 -0.473
H 2.678 -1.030 -0.798
H 0.427 -1.958 0.018

Forces on atoms 1 to 3 (eV/Å):
-0.15 -0.05 -0.09
0.10 -0.44 -0.10
-0.24 0.72 0.13

Its spin multiplicity is 1. Its frontier orbital gap (spin up / spin down) is 0.251 / 0.283 hartree. As for the net charge: 0. The value obtained for the energy above the lowest of the compared OMol25 structures with the same formula, charge and spin is 523.0 kJ/mol. As for the HOMO energy (spin up / spin down): -8.41 / -8.53 eV.

Charges computed using natural (NBO), reported in e:
1. C -0.25
2. O -0.48
3. C 0.38
4. N -0.08
5. N -0.58
6. C 0.08
7. C -0.45
8. H 0.19
9. H 0.19
10. H 0.19
11. H 0.38
12. H 0.19
13. H 0.24


No. 8
Entry from OMol25: a molecular structure, C4H6N2O (wB97M-V/def2-TZVPD).

Geometry (Å):
N 1.300 -1.320 -0.901
C 0.906 -0.162 -0.439
O 1.568 0.930 -0.120
C 0.351 1.390 0.655
C -0.368 0.112 0.136
C -1.702 -0.197 -0.454
N -1.173 -0.954 0.618
H 2.258 -1.584 -1.072
H 0.618 1.395 1.712
H 0.032 2.367 0.292
H -1.747 -0.586 -1.488
H -2.474 0.571 -0.277
H 0.561 -1.996 -0.669

Forces on atoms 1 to 3 (eV/Å):
0.13 0.16 0.06
-0.05 -0.32 -0.01
-0.01 -0.17 -0.11

Its spin multiplicity is 1. Its frontier orbital gap is 0.281 hartree. As for the net charge: 0. The value obtained for the energy above the lowest of the compared OMol25 structures with the same formula, charge and spin is 454.2 kJ/mol. As for the HOMO energy: -7.02 eV.

Charges computed using natural (NBO), reported in e:
1. N -0.76
2. C 0.66
3. O -0.45
4. C -0.06
5. C -0.12
6. C -0.19
7. N -0.66
8. H 0.42
9. H 0.20
10. H 0.19
11. H 0.15
12. H 0.16
13. H 0.45


No. 9
Entry from OMol25: 2 unconnected molecules or ions with the total composition C4H6N2O (wB97M-V/def2-TZVPD).

Geometry (Å):
C 0.417 0.595 0.734
C 0.740 1.752 -0.008
N 1.618 1.495 -0.968
N 1.858 0.182 -0.848
C 1.161 -0.405 0.151
H -0.246 0.500 1.582
H 0.362 2.759 0.112
H 2.518 -0.249 -1.476
H 1.226 -1.464 0.356
C -2.419 -1.285 0.089
O -1.573 -2.096 0.367
H -3.489 -1.562 0.010
H -2.174 -0.222 -0.100

Forces on atoms 1 to 3 (eV/Å):
0.05 -0.04 -0.02
-0.01 0.10 -0.01
-0.16 -0.03 0.18

Its spin multiplicity is 1. Its frontier orbital gap is 0.373 hartree. As for the net charge: 0. The value obtained for the energy above the lowest of the compared OMol25 structures with the same formula, charge and spin is 195.6 kJ/mol. As for the HOMO energy: -9.35 eV.

Charges computed using natural (NBO), reported in e:
1. C -0.37
2. C -0.07
3. N -0.27
4. N -0.33
5. C -0.04
6. H 0.23
7. H 0.21
8. H 0.41
9. H 0.23
10. C 0.28
11. O -0.50
12. H 0.11
13. H 0.12


No. 10
Entry from OMol25: a single C4H6N2O molecule at a distorted geometry (wB97M-V/def2-TZVPD).

Geometry (Å):
C 2.227 0.268 -0.387
O 1.285 -0.755 -0.127
C 0.037 -0.348 0.132
C -1.007 -1.157 0.411
N -2.165 -0.337 0.461
C -1.643 0.946 0.287
N -0.354 0.979 0.118
H 1.942 0.857 -1.266
H 3.168 -0.251 -0.568
H 2.318 0.939 0.472
H -1.118 -2.215 0.578
H -2.423 -0.760 -0.446
H -2.268 1.833 0.337

Forces on atoms 1 to 3 (eV/Å):
0.30 0.22 -0.03
0.08 -0.06 0.12
0.01 -0.21 0.29

Its spin multiplicity is 1. Its frontier orbital gap is 0.346 hartree. As for the net charge: 0. The value obtained for the energy above the lowest of the compared OMol25 structures with the same formula, charge and spin is 212.9 kJ/mol. As for the HOMO energy: -8.44 eV.

Charges computed using natural (NBO), reported in e:
1. C -0.25
2. O -0.49
3. C 0.39
4. C -0.18
5. N -0.60
6. C 0.21
7. N -0.47
8. H 0.18
9. H 0.19
10. H 0.19
11. H 0.22
12. H 0.42
13. H 0.20


No. 11
Entry from OMol25: a single C4H6N2O molecule at a distorted geometry (wB97M-V/def2-TZVPD).

Geometry (Å):
H -2.142 -1.030 0.505
N -1.505 -1.346 -0.222
C -0.318 -0.981 0.044
N 0.674 -0.978 -0.959
C 0.626 0.492 -1.151
C 0.707 1.000 0.276
C 0.129 0.056 1.023
O -0.253 -0.012 2.312
H 0.285 -1.447 -1.774
H -0.436 0.654 -1.471
H 1.359 0.882 -1.861
H 1.016 1.998 0.563
H -0.051 0.832 2.740

Forces on atoms 1 to 3 (eV/Å):
-0.01 -0.36 0.26
0.12 -0.36 0.50
-0.49 0.05 -0.18

Its spin multiplicity is 1. Its frontier orbital gap is 0.356 hartree. As for the net charge: 0. The value obtained for the energy above the lowest of the compared OMol25 structures with the same formula, charge and spin is 219.2 kJ/mol. As for the HOMO energy: -9.07 eV.

Charges computed using natural (NBO), reported in e:
1. H 0.35
2. N -0.67
3. C 0.39
4. N -0.59
5. C -0.25
6. C -0.30
7. C 0.25
8. O -0.65
9. H 0.37
10. H 0.19
11. H 0.21
12. H 0.22
13. H 0.49


No. 12
Entry from OMol25: a molecular structure, C4H6N2O (wB97M-V/def2-TZVPD).

Geometry (Å):
C 2.031 0.080 0.875
O 0.697 -0.138 1.296
C -0.227 -0.015 0.325
C -0.096 0.009 -1.068
N -1.304 0.046 -1.647
C -2.167 0.067 -0.624
N -1.524 0.080 0.662
H 2.366 -0.695 0.173
H 2.645 0.041 1.776
H 2.135 1.066 0.404
H 0.812 -0.006 -1.660
H -3.200 0.386 -0.706
H -2.168 -0.920 0.193

Forces on atoms 1 to 3 (eV/Å):
0.26 0.02 -0.05
-0.14 0.00 0.02
-0.14 0.04 -0.11

Its spin multiplicity is 1. Its frontier orbital gap is 0.359 hartree. As for the net charge: 0. The value obtained for the energy above the lowest of the compared OMol25 structures with the same formula, charge and spin is 316.1 kJ/mol. As for the HOMO energy: -8.95 eV.

Charges computed using natural (NBO), reported in e:
1. C -0.25
2. O -0.48
3. C 0.38
4. C -0.12
5. N -0.40
6. C -0.05
7. N -0.47
8. H 0.18
9. H 0.20
10. H 0.18
11. H 0.21
12. H 0.23
13. H 0.39